Entry 1:
90
Properties=species:S:1:pos:R:3:lowdin_spin:R:1 method="wB97M-V/def2-TZVPD" e_homo_ha="-0.489 / -0.488" charge=+2 spin_multiplicity=2 lumo_energy_ev="-7.64 / -8.82" max_force_ev_per_a=1.6 orbital_gap_ha="0.20789 / 0.16360" e_tot_ev=-154946.85886
Cu -0.095 -0.730 0.343 0.596
C -4.763 -1.874 2.172 0.000
C -3.333 -2.184 1.898 -0.001
C -2.638 -3.344 2.203 0.005
C -1.325 -3.158 1.747 0.014
N -1.262 -1.943 1.202 0.136
N -2.472 -1.344 1.288 0.007
B -2.700 0.089 0.732 -0.002
N -1.737 1.050 1.481 -0.003
N -0.405 0.775 1.592 0.059
C 0.108 1.574 2.548 0.016
C -0.904 2.420 3.004 0.006
C -2.057 2.051 2.326 0.024
C -3.427 2.610 2.467 0.004
C 1.455 1.418 3.086 0.002
C 2.163 0.228 2.890 0.004
C 3.393 0.035 3.492 0.000
C 3.931 1.028 4.301 0.006
C 3.239 2.217 4.493 0.000
C 2.009 2.413 3.891 0.004
N -2.384 0.068 -0.788 -0.003
N -1.221 -0.467 -1.264 0.060
C -1.360 -0.656 -2.591 0.016
C -2.610 -0.168 -2.976 0.006
C -3.236 0.263 -1.816 0.023
C -4.598 0.837 -1.662 0.004
C -0.402 -1.403 -3.398 0.002
C -0.478 -1.366 -4.791 0.004
C 0.358 -2.160 -5.555 0.000
C 1.277 -3.001 -4.942 0.006
C 1.369 -3.038 -3.557 0.000
C 0.535 -2.245 -2.790 0.004
C -0.172 -4.054 1.806 0.001
C 1.064 -3.663 1.282 0.001
C 2.160 -4.502 1.332 0.000
C 2.039 -5.758 1.912 -0.001
C 0.819 -6.161 2.436 0.000
C -0.278 -5.318 2.385 -0.001
H -5.219 -2.724 2.671 0.000
H -5.310 -1.679 1.249 0.000
H -4.863 -1.000 2.817 0.000
H -3.043 -4.211 2.695 0.001
H -3.823 0.419 0.909 0.000
H -0.830 3.167 3.774 0.000
H -3.411 3.446 3.160 0.000
H -4.123 1.860 2.844 0.001
H -3.805 2.958 1.505 0.001
H 1.717 -0.560 2.292 0.000
H 3.924 -0.899 3.359 0.000
H 4.878 0.865 4.798 0.000
H 3.660 2.991 5.121 0.000
H 1.480 3.346 4.037 0.000
H -3.037 -0.179 -3.963 0.000
H -5.059 0.949 -2.640 0.000
H -4.556 1.814 -1.179 0.001
H -5.233 0.193 -1.052 0.001
H -1.186 -0.706 -5.275 0.000
H 0.288 -2.131 -6.635 0.000
H 1.908 -3.644 -5.542 0.000
H 2.073 -3.707 -3.080 0.000
H 0.571 -2.299 -1.707 0.000
H 1.153 -2.676 0.829 0.001
H 3.111 -4.186 0.923 0.000
H 2.893 -6.420 1.955 0.000
H 0.722 -7.138 2.888 0.000
H -1.224 -5.645 2.798 0.000
Ge 1.544 1.355 -1.026 -0.004
C 1.999 2.856 0.099 -0.002
C 1.243 4.027 0.146 -0.001
C 1.753 5.132 0.804 0.000
C 3.014 5.075 1.389 0.000
C 3.763 3.908 1.338 0.000
C 3.250 2.784 0.712 0.000
C 1.147 1.555 -2.904 -0.002
C 1.977 0.841 -3.769 0.000
C 1.928 1.105 -5.128 0.000
C 1.026 2.039 -5.620 0.000
C 0.178 2.726 -4.756 0.000
C 0.241 2.496 -3.394 -0.001
H 2.455 0.128 -0.754 0.003
H 0.274 4.084 -0.334 0.000
H 1.176 6.046 0.844 0.000
H 3.415 5.948 1.887 0.000
H 4.742 3.864 1.796 0.000
H 3.831 1.868 0.684 0.000
H 2.672 0.102 -3.387 0.000
H 2.584 0.571 -5.801 0.000
H 0.985 2.236 -6.683 0.000
H -0.519 3.456 -5.146 0.000
H -0.400 3.054 -2.722 0.000

Entry 2:
51
Properties=species:S:1:pos:R:3:mulliken_charge:R:1 method="wB97M-V/def2-TZVPD" e_homo_ha=-0.327 relative_energy_kj_mol=98.43 lumo_energy_ev=-0.44 max_force_ev_per_a=1.0 orbital_gap_ha=0.31096 smiles="Cc1ccc(CNC(=O)/C=C/c2ccc(S(=O)(=O)NCc3ccco3)cc2)cc1" e_tot_ev=-45175.83829
C -8.716 -1.877 1.461 -1.418
C -7.709 -0.916 0.905 0.887
C -6.770 -1.327 -0.033 -0.711
C -5.833 -0.442 -0.532 -0.348
C -5.810 0.879 -0.100 0.710
C -6.741 1.291 0.842 -0.652
C -7.681 0.405 1.334 -0.593
H -8.404 0.742 2.063 0.368
H -6.738 2.316 1.187 0.316
C -4.763 1.820 -0.636 -1.088
N -3.431 1.379 -0.277 -0.156
C -2.557 0.887 -1.189 0.607
O -2.790 0.871 -2.384 -0.693
C -1.286 0.399 -0.604 -0.737
C -0.338 -0.104 -1.401 -0.298
C 0.962 -0.623 -1.016 1.297
C 1.413 -0.630 0.308 -0.619
C 2.663 -1.129 0.622 -0.484
C 3.469 -1.628 -0.384 0.082
C 3.048 -1.637 -1.700 -0.727
C 1.798 -1.138 -2.013 -0.738
H 1.456 -1.145 -3.037 0.377
H 3.701 -2.051 -2.452 0.460
S 5.120 -2.200 0.011 1.252
O 5.524 -3.176 -0.954 -0.712
O 5.185 -2.505 1.408 -0.668
N 6.074 -0.859 -0.241 -0.284
H 6.170 -0.625 -1.217 0.297
C 5.861 0.268 0.644 -0.265
C 7.030 1.193 0.607 0.110
C 8.158 1.267 1.369 -0.536
C 8.930 2.327 0.834 -0.430
C 8.216 2.814 -0.215 -0.434
O 7.066 2.135 -0.363 -0.331
H 8.407 3.610 -0.907 0.449
H 9.881 2.673 1.184 0.419
H 8.403 0.646 2.205 0.463
H 4.947 0.824 0.383 0.272
H 5.755 -0.162 1.641 0.421
H 3.023 -1.157 1.638 0.485
H 0.785 -0.242 1.094 0.287
H -0.565 -0.128 -2.460 0.387
H -1.176 0.471 0.468 0.214
H -3.229 1.294 0.706 0.256
H -4.926 2.833 -0.253 0.367
H -4.788 1.841 -1.730 0.345
H -5.113 -0.770 -1.267 0.448
H -6.777 -2.350 -0.382 0.339
H -8.379 -2.254 2.427 0.278
H -8.852 -2.725 0.795 0.351
H -9.676 -1.387 1.610 0.375

Entry 3:
27
Properties=species:S:1:pos:R:3:lowdin_spin:R:1 method="wB97M-V/def2-TZVPD" e_homo_ha="-0.244 / -0.362" relative_energy_kj_mol=452.19 spin_multiplicity=3 lumo_energy_ev="0.84 / -1.73" max_force_ev_per_a=5.6 orbital_gap_ha="0.27472 / 0.29827" e_tot_ev=-14143.20128
C 1.187 -1.703 0.684 0.072
C 1.841 1.454 -1.033 0.302
C 1.157 -0.798 -0.341 0.392
C 2.048 0.317 -0.366 0.030
C -0.798 -0.245 -0.313 0.611
C 3.393 0.079 0.229 -0.011
C -2.785 1.295 -0.310 0.006
C -1.375 0.743 1.841 0.061
C -1.012 -2.409 -1.298 0.022
C -1.398 0.991 0.220 0.077
N 1.150 -2.528 1.476 0.185
O -1.554 -1.318 -0.656 0.185
H 2.575 2.266 -0.703 0.013
H 0.987 1.645 -1.523 0.024
H 3.386 -0.707 0.904 -0.001
H 3.853 0.933 0.813 -0.003
H 4.164 -0.116 -0.522 -0.004
H -3.282 1.947 0.342 0.000
H -3.476 0.439 -0.217 0.000
H -2.831 1.795 -1.301 0.000
H -1.648 -0.240 2.051 0.002
H -0.256 0.966 2.034 0.001
H -2.128 1.324 2.283 0.008
H -1.836 -3.026 -1.571 0.000
H -0.177 -2.877 -0.673 0.006
H -0.473 -2.155 -2.143 0.008
H -0.713 1.927 0.094 0.013

Entry 4:
40
Properties=species:S:1:pos:R:3:lowdin_spin:R:1 method="wB97M-V/def2-TZVPD" e_homo_ha="-0.730 / -0.736" charge=+3 relative_energy_kj_mol=44.69 spin_multiplicity=3 lumo_energy_ev="-13.96 / -15.04" max_force_ev_per_a=4.5 orbital_gap_ha="0.21652 / 0.18348" e_tot_ev=-70664.98381
I 1.043 -2.594 -0.584 -0.114
I 0.116 2.634 0.281 0.378
W 0.450 -0.031 -0.035 0.852
P 1.338 -0.183 2.252 0.171
C 0.022 -0.633 3.409 0.046
C 2.593 -1.463 2.494 0.018
H 2.935 -1.374 3.538 0.005
H 2.480 1.015 3.958 0.002
H 3.429 -1.301 1.803 0.002
H 2.859 1.699 2.332 0.002
H -0.488 -1.531 3.031 0.000
H 2.151 -2.453 2.323 -0.001
C 2.064 1.313 2.981 0.016
H 0.476 -0.823 4.394 0.011
H 1.287 2.075 3.122 0.007
H -0.697 0.197 3.468 0.000
P 0.458 0.433 -2.525 0.203
C -1.260 0.186 -3.127 0.052
C 0.913 2.094 -3.107 0.019
H 2.507 -0.631 -3.198 0.002
H 1.455 -0.302 -4.609 0.005
H 1.112 -1.691 -3.527 -0.002
C 1.476 -0.658 -3.568 0.017
H 1.904 2.345 -2.717 0.002
H 0.946 2.113 -4.206 0.002
H -1.289 0.360 -4.217 0.012
H -1.922 0.902 -2.616 0.001
H 0.197 2.844 -2.757 0.008
H -1.576 -0.845 -2.903 0.001
Cl 2.778 0.491 -0.485 0.229
C -3.409 -1.301 -0.455 0.001
S -1.938 -0.752 0.533 0.017
C -2.724 0.757 1.144 0.005
O -1.949 -1.798 1.646 0.029
H -3.723 -0.439 -1.052 0.000
H -4.211 -1.641 0.263 0.001
H -3.125 -2.143 -1.089 0.000
H -3.676 0.435 1.599 0.000
H -2.115 1.267 1.913 0.001
H -2.887 1.429 0.293 0.001

Entry 5:
8
Properties=species:S:1:pos:R:3:mulliken_charge:R:1 method="wB97M-V/def2-TZVPD" e_homo_ha=-0.114 charge=-1 relative_energy_kj_mol=133.86 lumo_energy_ev=4.07 max_force_ev_per_a=5.8 orbital_gap_ha=0.26335 e_tot_ev=-19537.51490
C 0.406 -0.898 0.174 0.379
N 1.235 0.034 0.221 -0.542
O -0.631 1.545 0.300 -0.561
O 0.313 -2.102 -0.029 -0.617
O -2.236 0.090 -0.983 -0.586
S -1.517 0.224 0.311 0.291
H 2.035 0.016 -0.223 0.165
H 0.394 1.092 0.228 0.470

Entry 6:
9
Properties=species:S:1:pos:R:3:mulliken_charge:R:1 method="wB97M-V/def2-TZVPD" e_homo_ha=-0.353 relative_energy_kj_mol=171.47 lumo_energy_ev=0.68 max_force_ev_per_a=3.2 orbital_gap_ha=0.37830 e_tot_ev=-14499.95660
C 0.616 0.554 -0.034 0.508
O -0.255 1.511 0.180 -0.343
O 1.803 0.534 0.099 -0.495
P -0.335 -0.765 -0.912 -0.086
H -0.793 -1.173 1.587 -0.264
H 0.208 2.205 0.651 0.314
H -1.536 -1.253 2.000 0.260
H 0.721 -1.439 -1.386 0.045
H -0.429 -0.175 -2.185 0.060

Entry 7:
19
Properties=species:S:1:pos:R:3:mulliken_charge:R:1 method="wB97M-V/def2-TZVPD" e_homo_ha=-0.309 relative_energy_kj_mol=360.47 lumo_energy_ev=0.94 max_force_ev_per_a=5.0 orbital_gap_ha=0.34372 smiles="C=CS[C@](C)(P)C=C" e_tot_ev=-26520.27708
C 2.443 0.878 0.133 -0.831
C -1.489 -2.858 -0.742 -0.737
C 1.472 0.685 -0.688 -0.345
C -0.677 -1.826 -0.848 -0.119
C -0.378 0.328 1.336 -1.161
C -0.328 0.733 -0.163 0.264
P -0.690 2.504 -0.487 -0.094
S -1.375 -0.296 -1.201 -0.168
H 3.335 0.506 -0.244 0.287
H 2.339 1.155 1.068 0.376
H -1.080 -3.737 -0.388 0.279
H -2.458 -2.772 -1.120 0.264
H 1.773 0.347 -1.662 0.354
H 0.340 -1.869 -0.511 0.430
H -1.505 0.255 1.417 0.345
H 0.120 -0.710 1.321 0.280
H 0.104 1.116 1.882 0.499
H -0.012 3.028 0.721 0.042
H -1.932 2.534 0.173 0.034

Entry 8:
179
Properties=species:S:1:pos:R:3:mulliken_charge:R:1 method="wB97M-V/def2-TZVPD" e_homo_ha=-0.349 charge=+1 lumo_energy_ev=-2.50 max_force_ev_per_a=6.5 orbital_gap_ha=0.25706 e_tot_ev=-149189.52043
C 1.339 -1.533 2.892 -0.619
C 2.080 -0.338 3.672 -0.379
O 1.610 0.932 3.153 -0.133
C 2.365 1.351 2.014 -0.963
N 2.048 2.768 1.551 0.135
P 3.057 3.822 2.594 0.812
C 3.590 3.106 4.230 -1.062
C 2.444 5.549 2.902 -1.077
C 0.605 3.155 1.879 -1.542
C -0.511 2.316 1.103 0.777
C -1.690 3.363 0.662 -1.292
C -2.833 2.700 -0.232 0.162
C -4.027 3.812 -0.330 -0.662
C -5.079 3.598 0.903 -0.882
N -6.378 3.206 0.240 0.242
C -6.464 1.872 -0.290 -0.182
C -7.886 1.880 -0.917 -0.574
C -8.510 3.302 -0.666 -0.564
C -7.464 4.136 0.100 -0.184
P -1.460 1.057 2.228 -0.005
O -2.683 1.867 3.112 -0.425
O -2.076 -0.230 1.281 -0.552
O 0.075 1.619 -0.005 0.248
C 1.027 2.424 -0.761 -0.366
P 1.261 1.424 -2.332 0.267
N 2.158 2.026 -3.477 -0.704
O -0.327 1.253 -2.999 -0.575
O 1.716 -0.196 -1.943 -0.505
C 2.334 2.923 0.044 1.345
C 2.524 4.486 -0.319 -0.909
C 2.509 4.882 -1.869 -0.272
C 3.982 4.912 -2.548 0.100
N 4.858 6.018 -2.071 -0.360
O 4.381 4.095 -3.402 -0.534
C 3.628 2.149 -0.465 -0.919
C 5.017 2.337 0.278 0.183
C 5.886 3.686 0.383 -0.834
N 5.626 1.290 0.828 -0.851
H 1.838 -1.649 1.873 0.100
H 0.222 -1.320 2.712 0.165
H 1.380 -2.512 3.488 0.398
H 3.215 -0.438 3.719 0.300
H 1.705 -0.396 4.763 0.325
H 2.106 0.593 1.179 0.258
H 3.469 1.192 2.240 0.793
H 4.088 3.940 4.839 0.458
H 2.694 2.678 4.804 0.284
H 4.361 2.280 4.085 0.273
H 2.018 5.605 3.977 0.405
H 1.635 5.968 2.225 0.300
H 3.331 6.274 2.894 0.399
H 0.389 4.252 1.589 0.498
H 0.414 3.148 3.019 0.637
H -1.207 4.221 0.053 0.533
H -2.129 3.866 1.598 0.434
H -2.500 2.504 -1.318 -0.144
H -3.315 1.765 0.202 0.062
H -3.577 4.871 -0.230 0.310
H -4.543 3.705 -1.338 0.438
H -5.202 4.556 1.529 0.328
H -4.716 2.794 1.630 0.294
H -5.689 1.036 -0.273 0.277
H -8.344 1.003 -1.475 0.379
H -9.518 3.694 -1.003 0.332
H -7.457 5.205 0.473 0.328
H -2.469 1.706 4.055 0.360
H -2.031 -0.021 0.317 0.378
H 0.417 3.360 -1.068 0.457
H 2.896 1.339 -3.695 0.235
H -0.571 2.072 -3.483 0.364
H 1.019 -0.820 -2.244 0.297
H 3.519 4.930 0.064 -0.011
H 1.723 5.160 0.171 0.413
H 2.209 6.002 -1.888 0.512
H 1.727 4.377 -2.516 0.226
H 5.837 5.706 -2.026 0.163
H 4.833 6.743 -2.804 0.333
H 3.429 1.010 -0.475 0.644
H 3.854 2.393 -1.573 0.208
H 6.892 3.494 0.889 0.392
H 5.343 4.450 1.057 0.210
H 6.048 4.083 -0.671 0.058
H 5.053 0.439 0.710 0.266
C 1.870 -4.629 -0.951 -0.659
C 1.205 -4.128 0.166 -0.381
C 1.232 -4.831 1.365 -0.893
C 1.915 -6.044 1.448 0.222
C 2.560 -6.558 0.323 0.170
C 2.546 -5.842 -0.874 -0.505
C 3.247 -7.869 0.385 0.613
O 3.814 -8.316 -0.597 -0.671
C 3.225 -8.630 1.653 0.244
C 3.818 -9.892 1.711 -0.497
C 3.814 -10.610 2.902 -0.695
C 3.228 -10.066 4.043 -0.445
C 2.631 -8.811 3.989 -0.643
C 2.620 -8.095 2.791 0.331
C 1.952 -6.776 2.735 0.580
O 1.434 -6.300 3.731 -0.678
H 1.857 -4.076 -1.885 0.394
H 0.667 -3.188 0.102 0.586
H 0.716 -4.434 2.233 0.596
H 3.058 -6.229 -1.749 0.491
H 4.280 -10.321 0.827 0.505
H 4.271 -11.593 2.943 0.452
H 3.231 -10.623 4.974 0.403
H 2.171 -8.395 4.879 0.459
C 7.065 7.497 -5.469 -0.573
C 7.398 7.308 -4.130 -0.546
C 7.560 8.405 -3.290 -0.538
C 7.402 9.697 -3.792 0.294
C 7.093 9.887 -5.139 0.183
C 6.913 8.783 -5.974 -0.603
C 6.970 11.254 -5.695 0.590
O 6.696 11.421 -6.870 -0.656
C 7.194 12.414 -4.803 0.207
C 7.139 13.707 -5.325 -0.567
C 7.335 14.803 -4.492 -0.469
C 7.577 14.612 -3.133 -0.465
C 7.639 13.326 -2.610 -0.550
C 7.457 12.224 -3.446 0.230
C 7.559 10.858 -2.886 0.531
O 7.776 10.689 -1.698 -0.675
H 6.930 6.640 -6.121 0.442
H 7.529 6.304 -3.739 0.512
H 7.815 8.251 -2.246 0.453
H 6.659 8.925 -7.020 0.485
H 6.947 13.863 -6.382 0.464
H 7.297 15.807 -4.901 0.399
H 7.723 15.468 -2.482 0.399
H 7.833 13.184 -1.552 0.457
C -14.693 3.969 3.842 -0.454
C -14.071 4.434 2.685 -0.503
C -13.150 3.633 2.020 -0.493
C -12.837 2.368 2.517 0.206
C -13.442 1.912 3.689 0.193
C -14.380 2.711 4.345 -0.586
C -13.083 0.591 4.255 0.550
O -13.613 0.191 5.276 -0.666
C -12.064 -0.231 3.564 0.327
C -11.673 -1.452 4.116 -0.636
C -10.726 -2.237 3.467 -0.428
C -10.173 -1.811 2.262 -0.535
C -10.555 -0.593 1.712 -0.447
C -11.495 0.204 2.368 0.135
C -11.868 1.515 1.792 0.474
O -11.381 1.890 0.739 -0.634
H -15.419 4.591 4.355 0.394
H -14.307 5.421 2.301 0.400
H -12.672 3.999 1.116 0.478
H -14.863 2.357 5.249 0.464
H -12.103 -1.792 5.053 0.464
H -10.420 -3.184 3.901 0.392
H -9.439 -2.428 1.753 0.407
H -10.117 -0.264 0.775 0.490
C 1.385 -10.653 -3.698 -0.554
C 2.332 -10.520 -2.684 -0.368
C 2.608 -11.593 -1.845 -0.742
C 1.929 -12.801 -2.009 0.297
C 0.964 -12.926 -3.008 0.276
C 0.701 -11.853 -3.860 -0.572
C 0.200 -14.186 -3.161 0.609
O -0.640 -14.298 -4.036 -0.667
C 0.469 -15.304 -2.228 0.122
C -0.281 -16.477 -2.323 -0.540
C -0.026 -17.538 -1.460 -0.464
C 0.984 -17.435 -0.507 -0.472
C 1.730 -16.267 -0.405 -0.517
C 1.468 -15.195 -1.260 0.214
C 2.244 -13.942 -1.121 0.505
O 3.126 -13.850 -0.283 -0.679
H 1.176 -9.818 -4.358 0.397
H 2.856 -9.580 -2.549 0.531
H 3.350 -11.485 -1.061 0.459
H -0.040 -11.948 -4.648 0.466
H -1.067 -16.565 -3.066 0.461
H -0.615 -18.447 -1.532 0.398
H 1.187 -18.266 0.161 0.398
H 2.513 -16.191 0.343 0.457

Repeat the seventh record exactly.
19
Properties=species:S:1:pos:R:3:mulliken_charge:R:1 method="wB97M-V/def2-TZVPD" e_homo_ha=-0.309 relative_energy_kj_mol=360.47 lumo_energy_ev=0.94 max_force_ev_per_a=5.0 orbital_gap_ha=0.34372 smiles="C=CS[C@](C)(P)C=C" e_tot_ev=-26520.27708
C 2.443 0.878 0.133 -0.831
C -1.489 -2.858 -0.742 -0.737
C 1.472 0.685 -0.688 -0.345
C -0.677 -1.826 -0.848 -0.119
C -0.378 0.328 1.336 -1.161
C -0.328 0.733 -0.163 0.264
P -0.690 2.504 -0.487 -0.094
S -1.375 -0.296 -1.201 -0.168
H 3.335 0.506 -0.244 0.287
H 2.339 1.155 1.068 0.376
H -1.080 -3.737 -0.388 0.279
H -2.458 -2.772 -1.120 0.264
H 1.773 0.347 -1.662 0.354
H 0.340 -1.869 -0.511 0.430
H -1.505 0.255 1.417 0.345
H 0.120 -0.710 1.321 0.280
H 0.104 1.116 1.882 0.499
H -0.012 3.028 0.721 0.042
H -1.932 2.534 0.173 0.034